Computed, not measured: a single C4H10N2O molecule in a non-equilibrium geometry, with ωB97M-V with the def2-TZVPD basis set.

Geometry as XYZ:
```
17
Properties=species:S:1:pos:R:3:forces:R:3:lowdin_charge:R:1
N 1.85309 1.91387 -0.41965 -0.373 -0.699 -0.106 -0.016
C 2.38955 0.51394 -0.12739 0.990 3.542 -0.141 -0.262
C 1.37803 -0.49290 -0.48748 -1.828 -0.356 -0.594 -0.252
N 0.18680 -0.44866 0.42320 0.831 -1.428 0.418 -0.059
C -1.06188 -0.77928 -0.25094 0.732 -0.288 -1.355 -0.241
C -2.23841 -0.78350 0.67221 0.777 0.353 -1.218 -0.247
O -3.18020 -0.08738 0.38809 -0.310 -0.792 1.290 0.067
H 2.41558 2.72207 -0.67260 0.629 -0.956 0.103 0.053
H 1.20318 2.25188 0.26930 -0.196 -0.375 0.274 0.043
H 2.79728 0.51357 0.90568 -0.522 -0.634 -0.390 0.111
H 3.24771 0.37753 -0.78466 0.103 0.003 -0.050 0.102
H 1.89156 -1.47011 -0.61082 -0.639 0.108 0.387 0.122
H 0.89206 -0.25332 -1.45042 1.007 0.118 -0.015 0.113
H 0.32451 -1.27985 0.99644 0.115 0.464 0.703 0.100
H -1.23193 -0.16341 -1.12346 -0.202 0.971 0.239 0.116
H -0.99875 -1.74088 -0.77395 -0.082 -0.725 0.385 0.120
H -2.05756 -1.51352 1.51398 -1.031 0.693 0.072 0.133
```
Positions in Å, forces in eV/Å.

Properties
SMILES: NCCNCC=O
Highest occupied orbital energy (Eh): -0.33053
Electronic energy (Eh): -343.0985
Total charge: 0
Relative energy (zero: lowest compared OMol25 entry of this formula, charge and spin) (kJ/mol): 270.3